1.
Computed, not measured: a 2-piece molecular cluster, C12H17N overall, with ωB97M-V/def2-TZVPD.

- SMILES: Cc1c[nH]c2ccccc12.CCC
- Kohn-Sham gap: 8.835 eV
- Energy: -14209.6270 eV
- E_LUMO: 0.95 eV
- E_HOMO: -7.88 eV

```
! wB97M-V def2-TZVPD RIJCOSX def2/J DEFGRID3
* xyz 0 1
C 3.33975 -1.06065 2.49998
C 1.94531 0.56820 1.07234
C 3.10461 0.29663 1.90818
C 2.07918 1.88706 0.59039
C 3.89752 1.39147 1.80573
C 0.06587 0.29038 -0.37424
C 0.17307 1.62072 -0.79559
C 0.93112 -0.24385 0.56441
C 1.13374 2.46446 -0.24903
N 3.24034 2.39810 1.12791
H -0.68534 -0.35351 -0.80302
H -0.51235 1.97424 -1.55143
H 0.80788 -1.26792 0.89420
H 0.98932 3.52518 -0.42629
H 2.93753 -1.19349 3.49878
H 4.41763 -1.22419 2.56103
H 4.90060 1.56479 2.15793
H 3.75678 3.13687 0.68277
H 2.98569 -1.82111 1.80708
C -3.28740 -0.84204 -1.85551
C -4.38893 -0.46824 -0.88105
C -3.04678 -2.36271 -1.99592
H -3.36068 -0.46876 -2.88182
H -2.33237 -0.41079 -1.56683
H -4.79993 -1.36962 -0.40970
H -3.82029 -2.83569 -2.60269
H -2.05258 -2.51173 -2.40304
H -3.11748 -2.83325 -1.01128
H -4.04873 0.12395 -0.03474
H -5.25308 0.02549 -1.32855
*
```

2.
Computed, not measured: a 2-piece molecular cluster, C12H17N overall, with ωB97M-V/def2-TZVPD.

- SMILES: Cc1c[nH]c2ccccc12.CCC
- Kohn-Sham gap: 8.919 eV
- Energy: -14209.3372 eV
- E_LUMO: 0.95 eV
- E_HOMO: -7.97 eV

```
! wB97M-V def2-TZVPD RIJCOSX def2/J DEFGRID3
* xyz 0 1
C 1.74800 1.32132 -1.45188
C -0.81526 1.02508 -0.83470
C 0.60773 1.12639 -0.51527
C -1.51835 1.30892 0.33244
C 0.64144 1.51515 0.77971
C -2.86499 0.37385 -1.88929
C -3.54994 0.92453 -0.79967
C -1.48407 0.51354 -1.94999
C -2.91413 1.38414 0.33852
N -0.62351 1.63750 1.33850
H -3.35894 -0.15693 -2.69156
H -4.62823 0.79172 -0.77083
H -0.91960 0.36570 -2.86082
H -3.44511 1.92790 1.10934
H 1.73135 2.27056 -2.00014
H 1.83564 0.58135 -2.24766
H 1.49498 1.85249 1.35359
H -0.83347 1.38167 2.28877
H 2.66917 1.35260 -0.86775
C 1.31930 -2.43995 0.72796
C 2.41909 -1.47636 0.26268
C 0.66642 -2.04033 2.08111
H 0.54470 -2.51741 -0.03345
H 1.76092 -3.42939 0.86112
H 2.41220 -0.58682 0.87519
H 2.27834 -1.20271 -0.78370
H -0.41644 -2.11336 1.97177
H 0.85999 -2.80601 2.83064
H 3.44196 -1.86490 0.22027
H 0.94081 -1.02022 2.32512
*
```

3.
Computed, not measured: a 2-piece molecular cluster, C12H17N overall, with ωB97M-V/def2-TZVPD.

- SMILES: CCc1c[nH]c2ccccc12.CC
- Kohn-Sham gap: 8.405 eV
- Energy: -14206.8949 eV
- E_LUMO: 0.87 eV
- E_HOMO: -7.53 eV

```
! wB97M-V def2-TZVPD RIJCOSX def2/J DEFGRID3
* xyz 0 1
C 0.27506 0.66222 0.43466
C -0.61991 0.94244 1.68312
C -0.15535 -0.60159 -0.20601
C -1.17744 -0.62045 -1.20159
C 0.29633 -1.92020 -0.00569
C -0.68323 -2.78802 -0.74792
C 1.20432 -2.52262 0.84491
C -0.50350 -4.14221 -0.69454
C 1.46033 -3.89799 0.81416
C 0.64556 -4.72064 -0.02862
N -1.59139 -1.95375 -1.35433
H 0.45655 1.38542 -0.43859
H 1.31903 0.57458 0.80328
H -1.06838 0.10935 2.43293
H -1.65038 0.18569 -1.74053
H -2.30535 -2.29086 -2.00337
H 1.83108 -1.86605 1.45541
H -1.20000 -4.90231 -1.42702
H 2.48072 -4.38866 1.15820
H 0.80203 -5.83691 -0.08167
H -1.32082 1.71457 1.33783
H 0.05098 1.23610 2.47666
C 0.75069 4.53134 0.09104
C -0.24931 4.46377 -0.99549
H 1.79655 4.15539 -0.19165
H 0.72020 5.36169 0.87052
H 0.35649 3.73958 0.68943
H -1.36464 4.28282 -0.68647
H -0.20284 3.66919 -1.71783
H -0.35338 5.43812 -1.57083
*
```

4.
Computed, not measured: a 2-piece molecular cluster, C12H17N overall, with ωB97M-V/def2-TZVPD.

- SMILES: Cc1c[nH]c2ccccc12.CCC
- Kohn-Sham gap: 8.763 eV
- Energy: -14209.7673 eV
- E_LUMO: 0.92 eV
- E_HOMO: -7.84 eV

```
! wB97M-V def2-TZVPD RIJCOSX def2/J DEFGRID3
* xyz 0 1
C 0.42620 2.44624 1.60223
C 0.34338 1.06119 -1.86978
C 0.83032 1.03826 -0.55557
C 0.07696 2.00400 0.20054
C -0.80204 2.57474 -0.66168
C 0.99144 0.32826 -2.88304
C 2.07352 -0.42478 -2.49876
C 1.90427 0.20430 -0.20926
C 2.59076 -0.47753 -1.17881
N -0.57592 2.07918 -1.93982
H -1.24089 2.12747 -2.69267
H 0.62236 0.41351 -3.89203
H -1.61634 3.27026 -0.55979
H 2.45406 -1.06851 -3.28043
H 2.13282 0.10673 0.83865
H -0.45729 2.73142 2.15989
H 1.10932 3.28260 1.43275
H 3.51506 -1.03538 -1.08949
H 1.04337 1.71419 2.12497
C -1.80856 -2.39488 1.63286
C -2.22903 -1.33627 0.64397
C -0.28436 -2.48298 1.85926
H -2.26747 -2.23035 2.60931
H -2.11688 -3.36700 1.25977
H -1.69258 -1.42237 -0.30349
H 0.23851 -2.18016 0.94618
H -1.97367 -0.34412 1.03419
H -3.30078 -1.33639 0.45986
H 0.03871 -1.79300 2.64168
H -0.02526 -3.48863 2.16853
*
```

5.
Computed, not measured: a 2-piece molecular cluster, C12H17N overall, with ωB97M-V/def2-TZVPD.

- SMILES: Cc1c[nH]c2ccccc12.CCC
- Kohn-Sham gap: 8.766 eV
- Energy: -14208.0502 eV
- E_LUMO: 0.84 eV
- E_HOMO: -7.93 eV

```
! wB97M-V def2-TZVPD RIJCOSX def2/J DEFGRID3
* xyz 0 1
C 1.74930 -1.26231 -2.07408
C 0.66027 0.59385 -0.80760
C 1.85251 -0.11947 -1.17025
C 1.22290 1.66017 -0.02890
C 2.94717 0.42638 -0.55279
C -0.65435 0.41865 -1.13194
C -1.51790 1.40824 -0.79498
C -1.06491 2.46442 0.03107
C 0.27005 2.68394 0.49959
N 2.50776 1.56341 0.18173
H -0.92752 -0.35266 -1.77648
H -2.62594 1.35000 -1.15505
H -1.66785 3.25823 0.28846
H 1.08224 -1.15424 -2.91503
H 1.40157 -2.09576 -1.52182
H 3.99975 0.24799 -0.60209
H 3.21362 2.11055 0.78878
H 0.55560 3.45903 1.21805
H 2.75986 -1.56113 -2.46031
C -1.86633 -2.22193 1.40988
C -3.36275 -2.14891 1.04154
C -1.47331 -3.20602 2.48566
H -1.50102 -1.23626 1.86185
H -1.34189 -2.28902 0.42088
H -3.62676 -2.50353 0.06095
H -3.94491 -2.64297 1.71456
H -0.41373 -3.11331 2.38075
H -3.62412 -1.10283 1.14008
H -1.65097 -4.32110 2.26425
H -1.81822 -3.17899 3.57681
*
```

6.
Computed, not measured: a 2-piece molecular cluster, C12H17N overall, with ωB97M-V/def2-TZVPD.

- Kohn-Sham gap (spin up / spin down): 9.253 / 6.558 eV
- Energy: -14202.2157 eV
- E_LUMO (spin up / spin down): -3.73 / -6.89 eV
- E_HOMO (spin up / spin down): -12.98 / -13.45 eV

```
! wB97M-V def2-TZVPD RIJCOSX def2/J DEFGRID3
* xyz 1 2
C 0.16539 3.72607 1.35057
C -0.79281 2.65467 1.82411
C -0.13647 4.30663 -0.02557
H 0.27567 4.63664 1.98082
H 1.21002 3.32811 1.33661
H -1.76542 2.72655 1.31496
H 0.14580 3.55205 -0.78313
H -1.17916 4.64859 -0.12377
H -0.98944 2.76352 2.88017
H -0.42732 1.64895 1.57441
H 0.55754 5.13312 -0.22391
C -1.51696 -2.44146 -2.70374
C 0.65465 -1.23287 0.07939
C 0.16540 -2.30476 -0.66499
C -0.57126 -1.77074 -1.75444
C -0.47408 -0.36850 -1.64411
C 1.62587 -2.75622 1.53121
C 1.29742 -1.42078 1.29765
C 1.28580 -3.83757 0.73513
C 0.46963 -3.66051 -0.38420
N 0.31604 -0.05702 -0.58844
H 2.07863 -2.94432 2.50659
H 1.78153 -0.57647 1.76750
H 1.58831 -4.82896 1.02302
H -0.01439 -4.49201 -0.87084
H 0.48515 0.90009 -0.31546
H -0.87532 0.37298 -2.33032
H -1.51348 -1.92029 -3.67291
H -2.50788 -2.28241 -2.27150
H -1.33885 -3.50306 -2.84484
*
```

7.
Computed, not measured: a 2-piece molecular cluster, C12H17N2O overall, with ωB97M-V/def2-TZVPD.

- Kohn-Sham gap (spin up / spin down): 8.128 / 8.129 eV
- Energy: -17739.3673 eV
- E_LUMO (spin up / spin down): -4.52 / -4.52 eV
- E_HOMO (spin up / spin down): -12.65 / -12.65 eV

```
! wB97M-V def2-TZVPD RIJCOSX def2/J DEFGRID3
* xyz 1 1
C -3.24861 1.58062 -0.88750
C -2.60678 2.17475 0.12531
C -2.53721 0.61658 -1.62706
C -1.34365 1.57866 0.74350
C -1.28245 0.26670 -1.31606
C -0.50789 0.79121 -0.25999
C -1.52962 -2.12578 1.42822
C 2.85921 0.46163 1.00025
C 2.96501 -0.10505 -0.47692
C 1.41377 0.92468 1.17258
C 1.56291 -0.45815 -0.85089
C 1.20425 -1.98481 -0.70154
N -1.47217 -3.19994 0.94420
N 0.75278 0.46412 -0.00975
O -1.60654 -1.06660 1.73519
H -4.08961 2.00993 -1.39877
H -3.10295 2.95369 0.60528
H -2.98152 0.35485 -2.61866
H -0.75372 2.38960 1.16784
H -0.75032 -0.39907 -1.94637
H 2.99264 -0.41956 1.62707
H 3.38028 1.44221 1.09384
H 3.22842 0.66128 -1.24452
H 3.68234 -0.86160 -0.39512
H 1.00257 0.41787 2.02147
H 1.33606 1.95838 1.35620
H 1.40612 -0.28255 -1.93774
H 1.18229 -2.26315 0.30144
H 1.96631 -2.57575 -1.27474
H 0.17923 -2.10854 -1.14034
H -1.65394 0.97330 1.68148
H -1.64721 -4.16952 1.08209
*
```

8.
Computed, not measured: C12H17N2O7SW as an isolated structure, with ωB97M-V/def2-TZVPD.

- Kohn-Sham gap: 5.308 eV
- Energy: -42663.0437 eV
- E_LUMO: -13.52 eV
- E_HOMO: -18.83 eV

```
! wB97M-V def2-TZVPD RIJCOSX def2/J DEFGRID3
* xyz 3 1
W -0.02346 -0.29505 0.68090
N -1.91536 0.63656 1.50207
C -2.06023 2.09362 1.23467
C -0.73699 2.65414 0.78478
O -0.39995 3.78066 0.76771
N 0.17788 1.58044 0.32490
C 1.44439 2.09667 -0.20986
C 2.57590 1.11834 -0.01085
O 3.65732 0.94342 -0.26912
O 1.71609 -0.25096 0.70566
H -2.72040 0.12308 1.13389
H -1.92448 0.46704 2.50952
H -2.40342 2.63546 2.11527
H -2.78491 2.25956 0.43515
H 1.71482 3.06229 0.23038
H 1.38551 2.23390 -1.29701
C 0.21441 -1.97936 3.50156
O 0.19363 -0.64344 2.75308
H 0.04680 -1.72187 4.54249
H 1.18680 -2.43020 3.32762
H -0.59676 -2.56326 3.08709
H 0.91465 -0.10688 3.12934
C -6.35771 -1.00851 -3.08595
C -5.02198 -1.34656 -2.51638
C -4.64263 -2.68329 -2.34695
C -3.41797 -3.02105 -1.80796
C -2.54998 -1.98474 -1.44628
C -2.87842 -0.62989 -1.63175
C -4.11207 -0.32992 -2.15955
S -1.12279 -2.42134 -0.64322
O -0.67951 -3.74047 -0.78752
O -0.04717 -1.27286 -0.98291
O -1.17345 -1.96341 0.85599
H -7.13533 -1.21942 -2.34644
H -6.57527 -1.62970 -3.95518
H -6.43183 0.03824 -3.37006
H -5.32050 -3.47157 -2.64892
H -3.13575 -4.05701 -1.66849
H -2.12761 0.15277 -1.52079
H -4.37289 0.69970 -2.36947
*
```

Calculated values (kJ/mol) of relative energy (zero: lowest compared OMol25 entry of this formula, charge and spin) for the records, taken in order: 68.5; 96.5; 332.2; 55.0; 220.7; 54.8; 292.9; 97.1.